No. 1
{"formula": "C24H24", "method": "ωB97M-V/def2-TZVPD", "homo_lumo_gap_ev": 9.498, "fmax_ev_per_a": 10.20, "homo_energy_ev": -8.750, "e_above_lowest_kcal_mol": 178.95, "lumo_energy_ev": 0.75, "smiles": "c1ccccc1.c1ccccc1.c1ccccc1.c1ccccc1", "species": ["C", "C", "C", "C", "C", "C", "H", "H", "H", "H", "H", "H", "C", "C", "C", "C", "C", "C", "H", "H", "H", "H", "H", "H", "C", "C", "C", "C", "C", "C", "H", "H", "H", "H", "H", "H", "C", "C", "C", "C", "C", "C", "H", "H", "H", "H", "H", "H"], "positions_angstrom": [[-1.12425, -1.30071, 0.07084], [-0.01362, -1.15901, -0.79059], [1.03926, 0.03148, -0.60917], [0.86712, 0.99153, 0.42130], [-0.49416, 0.88290, 1.10833], [-1.40695, -0.16358, 0.89769], [-1.91387, -2.13694, -0.12222], [0.28825, -1.91267, -1.49605], [1.81849, 0.32338, -1.34164], [1.37910, 1.84739, 0.28537], [-0.82794, 1.70615, 1.86136], [-2.19100, -0.35875, 1.57372], [-1.02376, 2.96418, -2.32818], [-1.97796, 2.30376, -1.49708], [-3.11234, 3.25253, -0.87979], [-3.14427, 4.57604, -1.02346], [-2.02490, 5.18918, -1.95299], [-1.09141, 4.42522, -2.47156], [-0.17716, 2.48199, -2.68473], [-1.71527, 1.29070, -1.27631], [-3.99918, 2.85082, -0.17541], [-4.05683, 5.10568, -0.63285], [-2.05361, 6.20974, -2.20918], [-0.26450, 4.75890, -2.93139], [-3.89154, -5.28063, 3.26340], [-3.47590, -6.50986, 2.94330], [-2.07096, -6.53341, 2.21510], [-1.26685, -5.41197, 1.95673], [-1.93494, -4.17998, 2.38766], [-3.25871, -4.01976, 3.05478], [-4.82363, -5.16083, 3.79207], [-4.21245, -7.30655, 3.07850], [-1.63418, -7.35095, 1.60651], [-0.40320, -5.56380, 1.47807], [-1.29736, -3.35653, 2.20046], [-3.46635, -3.13556, 3.43316], [5.96847, 0.58897, -1.03765], [4.99677, 0.47864, -2.00379], [3.93977, 1.55855, -2.23135], [3.91350, 2.66923, -1.25589], [4.93206, 2.70813, -0.19725], [5.89681, 1.73430, -0.18792], [6.83078, -0.09652, -0.83846], [4.94946, -0.43963, -2.67035], [3.07327, 1.34598, -2.91453], [3.11681, 3.45364, -1.31675], [4.67420, 3.56709, 0.69797], [6.66493, 2.08156, 0.75026]], "forces_ev_per_angstrom": [[0.5, 0.9, -2.4], [2.2, 2.5, 1.8], [-2.9, -0.9, 1.0], [-6.1, -5.0, -1.4], [1.2, 1.0, 0.5], [2.5, -0.8, 0.2], [1.7, 1.6, 0.7], [-0.2, -0.1, -0.3], [-0.5, -1.2, 0.4], [1.9, 2.9, 0.6], [0.8, -1.5, -1.5], [-1.2, 0.7, 0.6], [-4.0, 1.4, 3.4], [0.1, 4.7, -0.9], [0.3, -4.4, 1.1], [1.8, 1.9, -3.0], [-4.2, -0.7, 3.0], [-0.6, -4.5, 0.8], [1.3, -1.1, -0.7], [-0.9, -0.5, 0.4], [2.4, 0.3, -1.8], [1.5, -0.1, -0.5], [0.0, 1.2, 0.2], [2.5, 1.9, -2.0], [-1.3, 3.2, 1.4], [4.3, -0.3, -3.0], [-1.8, -0.5, -0.2], [-8.1, 0.8, 4.0], [-0.7, -0.5, 0.8], [6.3, -7.0, -4.0], [-0.5, -0.4, 0.1], [1.0, -0.3, -0.2], [-1.0, -0.6, 1.2], [3.2, 0.2, -1.7], [0.1, 1.4, 0.1], [-1.6, 3.9, 1.6], [0.6, 1.4, 1.1], [-2.4, 0.9, -1.8], [1.6, -0.4, 3.3], [0.8, -2.1, -1.1], [-3.7, 1.9, -0.5], [2.3, 1.6, 3.6], [-1.2, 0.4, -0.6], [0.1, 1.3, 0.9], [1.3, 0.5, 0.5], [0.8, -0.9, 0.1], [1.5, -2.6, -2.7], [-1.6, -2.1, -2.8]]}

No. 2
{"formula": "C24H24AlBrN6O4SSbSe4", "method": "ωB97M-V/def2-TZVPD", "spin_multiplicity": 2, "homo_lumo_gap_ev": [4.446, 4.430], "fmax_ev_per_a": 2.57, "homo_energy_ev": [-0.940, -0.940], "e_above_lowest_kcal_mol": 49.75, "s2": 0.767, "lumo_energy_ev": [3.51, 3.49], "charge": -2, "species": ["Al", "N", "N", "C", "N", "N", "N", "O", "O", "H", "H", "H", "H", "H", "O", "N", "C", "C", "C", "C", "C", "H", "H", "H", "H", "H", "O", "S", "C", "C", "C", "C", "C", "C", "C", "C", "C", "C", "C", "C", "H", "H", "H", "H", "H", "H", "H", "H", "H", "H", "Br", "C", "C", "C", "C", "C", "C", "H", "H", "H", "H", "Se", "Sb", "Se", "Se", "Se"], "positions_angstrom": [[1.15490, 0.53931, -0.90036], [2.49647, 1.61781, 1.96938], [1.92155, 2.88363, 2.15427], [1.03402, 3.24236, 1.14251], [0.49323, 4.51237, 1.25497], [0.83045, 2.41406, 0.14974], [-0.03295, 2.64570, -0.78805], [-0.09990, 1.74013, -1.69455], [-0.81863, 3.63388, -0.81999], [3.01900, 1.33035, 2.78718], [3.09304, 1.56880, 1.14201], [2.58445, 3.64505, 2.35207], [0.22554, 4.76060, 2.19735], [-0.24743, 4.62670, 0.55261], [0.65467, -0.81365, -2.00612], [-0.42426, -1.41873, -2.41519], [-0.49181, -2.75451, -2.32092], [-1.64012, -3.43737, -2.64607], [-2.74549, -2.73459, -3.10176], [-2.63457, -1.35494, -3.23359], [-1.46652, -0.71414, -2.88545], [0.38514, -3.27495, -1.96687], [-1.63935, -4.50890, -2.52957], [-3.65763, -3.24601, -3.36187], [-3.46380, -0.76953, -3.60183], [-1.32322, 0.35697, -2.92409], [-0.43641, 0.15638, 0.29197], [-0.66510, 0.29295, 1.76393], [-2.43109, 0.71217, 1.80586], [-3.32949, -0.01592, 1.03719], [-4.67114, 0.30459, 1.05615], [-5.12167, 1.36559, 1.83016], [-4.21736, 2.10540, 2.57895], [-2.87186, 1.78298, 2.57048], [-0.96121, -1.39283, 2.33951], [-0.94363, -2.43454, 1.43838], [-1.22522, -3.72004, 1.86672], [-1.51731, -3.94778, 3.19952], [-1.51647, -2.89825, 4.10616], [-1.23255, -1.61143, 3.68038], [-2.96840, -0.83094, 0.42923], [-5.36634, -0.27411, 0.46549], [-6.17547, 1.60735, 1.85481], [-4.56791, 2.93977, 3.17027], [-2.16347, 2.35644, 3.15227], [-0.67915, -2.24579, 0.41013], [-1.15285, -4.53259, 1.16094], [-1.71614, -4.95540, 3.53711], [-1.72471, -3.08401, 5.15162], [-1.21637, -0.78721, 4.37918], [6.77022, 2.69321, -4.00266], [5.16569, 2.15415, -3.08173], [4.56958, 3.05299, -2.22258], [3.40913, 2.67402, -1.56354], [2.81509, 1.41897, -1.73909], [3.46961, 0.57212, -2.63437], [4.63147, 0.90383, -3.30774], [5.00653, 4.03393, -2.06548], [2.95975, 3.40707, -0.89829], [3.04762, -0.40279, -2.81614], [5.09894, 0.19650, -3.97776], [5.20375, -3.92464, 0.06034], [2.99006, -3.19472, -0.72394], [2.36895, -0.99700, 0.57279], [1.27690, -4.93220, -0.18495], [2.88128, -3.03860, -3.19708]], "forces_ev_per_angstrom": [[1.0, -0.1, 0.2], [0.2, -0.1, 0.0], [0.2, 0.6, 0.1], [-0.1, 0.1, 0.0], [0.0, -0.1, 0.0], [1.3, -0.1, 1.6], [-1.5, 2.0, -0.6], [0.1, -1.1, -0.7], [-0.6, 0.7, -0.1], [-0.2, 0.0, -0.1], [0.0, 0.0, 0.1], [-0.3, -0.3, -0.3], [0.1, -0.1, 0.0], [0.2, 0.0, 0.1], [0.1, -0.4, -0.8], [-0.4, 0.2, 0.4], [0.6, -0.3, 0.1], [-0.6, 0.3, -0.3], [0.5, -0.1, 0.1], [-0.1, -0.1, 0.0], [-0.3, 0.3, -0.1], [0.2, 0.0, 0.1], [0.1, -0.1, 0.1], [-0.2, 0.0, 0.0], [0.0, 0.1, 0.0], [0.0, 0.0, 0.0], [-0.5, -0.2, -0.5], [-0.7, -0.7, 0.3], [0.0, 0.4, 0.1], [0.2, 0.0, 0.0], [0.0, 0.1, 0.0], [0.1, 0.0, 0.1], [-0.4, 0.0, 0.0], [0.4, -0.2, -0.1], [0.2, 0.0, 0.1], [0.1, 0.2, -0.3], [-0.1, 0.0, 0.1], [0.0, -0.1, 0.0], [0.0, 0.1, 0.1], [0.0, 0.1, 0.0], [0.1, -0.1, -0.1], [-0.1, 0.0, 0.0], [0.0, 0.1, 0.0], [0.0, 0.1, 0.0], [0.1, 0.1, 0.0], [0.2, 0.0, -0.1], [0.0, 0.0, -0.1], [0.0, -0.1, 0.0], [0.0, 0.0, 0.1], [0.0, 0.1, 0.1], [-0.1, 0.0, 0.0], [0.2, 0.2, -0.2], [0.2, 0.2, 0.0], [-0.4, -0.1, 0.2], [-0.4, -0.1, 0.0], [-0.1, -0.1, 0.0], [0.1, 0.0, -0.1], [0.0, -0.1, 0.0], [0.0, 0.1, 0.0], [0.1, -0.4, -0.1], [0.0, 0.0, 0.0], [-0.3, 0.3, 0.0], [0.3, -0.5, -0.1], [0.5, -0.8, 0.1], [0.0, 0.2, 0.1], [0.0, 0.1, 0.1]]}

No. 3
{"formula": "C24H24Br2F5I2N4O4S", "method": "ωB97M-V/def2-TZVPD", "homo_lumo_gap_ev": 6.719, "fmax_ev_per_a": 5.62, "homo_energy_ev": -11.537, "e_above_lowest_kcal_mol": 72.76, "lumo_energy_ev": -4.82, "charge": 1, "species": ["C", "C", "C", "I", "C", "C", "C", "C", "C", "O", "N", "C", "C", "C", "C", "C", "C", "N", "C", "Br", "C", "C", "Br", "C", "S", "O", "O", "C", "F", "F", "C", "F", "F", "F", "N", "C", "C", "O", "I", "H", "H", "H", "H", "H", "H", "H", "H", "H", "H", "H", "H", "H", "H", "H", "H", "H", "H", "H", "H", "H", "C", "C", "N", "H", "H", "H"], "positions_angstrom": [[3.86989, 0.88879, 2.97086], [2.36875, 0.93889, 2.41339], [2.10165, -0.21127, 1.36797], [2.93703, -2.05773, 2.22262], [0.64306, -0.40052, 0.89123], [0.32325, -1.38979, -0.12250], [1.18972, -2.36117, -0.94045], [1.62563, -1.60600, -2.28312], [2.63128, -2.44510, -3.12880], [2.17745, -3.29681, -3.85850], [4.06905, -2.32328, -3.07966], [4.52926, -1.21367, -2.26633], [4.47960, 0.18673, -2.64559], [5.00180, 1.22814, -1.78082], [5.61870, 0.90253, -0.48569], [5.66568, -0.49628, -0.07699], [5.12776, -1.52476, -0.96174], [-1.06991, -1.38928, -0.34458], [-1.73210, -2.25790, -1.29351], [-2.02195, -1.86001, -3.16660], [-2.19527, -3.45580, -0.83571], [-2.94503, -4.49055, -1.71506], [-1.95570, -3.92236, 1.05720], [-1.57235, -0.41912, 0.49932], [-3.36628, -0.12841, 0.52933], [-3.82488, 0.45422, 1.79207], [-4.13484, -1.35320, 0.33702], [-3.93357, 1.02295, -0.84756], [-3.14413, 0.83575, -1.96226], [-5.21305, 0.68455, -1.12800], [-3.83876, 2.54752, -0.47277], [-2.55821, 2.91652, -0.19511], [-4.66774, 2.92716, 0.52496], [-4.21379, 3.27097, -1.57654], [-0.57808, 0.19420, 1.22150], [-0.75230, 1.29135, 2.18151], [-0.21901, 2.69112, 1.62857], [-0.35204, 3.61351, 2.35390], [0.73398, 2.91766, -0.30810], [4.17442, 1.92495, 3.29039], [3.85030, 0.29217, 3.92121], [4.59349, 0.49081, 2.22478], [1.73217, 0.71322, 3.31505], [2.23183, 1.97498, 2.02694], [2.72250, 0.02243, 0.45384], [0.65688, -3.31632, -1.20396], [2.13991, -2.66869, -0.44177], [1.99234, -0.59542, -1.97788], [0.72662, -1.43356, -2.93609], [4.48630, -3.15532, -2.64511], [4.05551, 0.49556, -3.62455], [4.98149, 2.31624, -2.02962], [6.05320, 1.68871, 0.17239], [6.11908, -0.82551, 0.88250], [5.20739, -2.58340, -0.61474], [-2.37351, -4.83197, -2.60880], [-3.23677, -5.35287, -1.05704], [-3.91838, -4.03062, -2.04511], [-0.24531, 1.00348, 3.13647], [-1.82483, 1.48335, 2.45911], [-7.05950, 3.99258, 2.09029], [-8.32949, 4.74457, 2.21065], [-9.31351, 5.32726, 2.30388], [-6.27639, 4.49492, 2.65764], [-7.18882, 2.98267, 2.47894], [-6.76151, 3.93617, 1.04513]], "forces_ev_per_angstrom": [[-0.8, 0.6, 0.6], [1.0, -0.9, 1.0], [0.0, 1.6, -0.1], [-0.6, 0.3, -0.3], [-0.3, -2.4, -2.2], [-0.1, 0.0, 0.6], [0.6, 0.3, -0.9], [-0.3, 0.7, 0.2], [-0.2, -1.0, -0.7], [0.0, 0.3, 0.6], [-0.8, 1.7, 2.0], [1.6, 1.4, 2.3], [0.5, -0.1, 0.9], [0.6, -1.5, 1.6], [-0.9, -1.8, -1.3], [-0.8, 0.4, -2.1], [0.0, 1.7, -0.3], [2.1, 2.2, 1.1], [-1.1, -1.8, 0.7], [0.5, 0.2, 1.4], [0.1, 0.2, -0.5], [-0.6, 0.2, 1.1], [-0.1, 0.4, -1.5], [-0.4, -0.1, -1.0], [-4.1, -1.9, 3.3], [2.2, 0.8, -1.6], [2.3, 1.0, -1.4], [0.3, 0.4, -1.3], [-0.9, 0.1, 1.4], [1.7, 0.4, 0.5], [-0.8, 2.0, -0.9], [-1.2, -0.8, 0.2], [1.2, -0.9, -0.9], [0.5, -1.1, 1.2], [-0.3, -1.4, -0.8], [-0.2, 0.6, 0.1], [-0.3, -0.5, 1.2], [0.1, -0.1, -0.5], [-0.3, -0.3, 0.2], [-0.3, -1.0, -0.5], [0.4, 0.3, -1.1], [-0.6, 0.3, 0.7], [0.5, 0.6, -0.9], [-0.3, -1.0, 0.1], [-0.6, -0.5, 0.8], [0.2, 1.1, 0.4], [-1.0, 0.5, 0.1], [0.0, -0.8, -0.3], [0.9, -0.3, 0.6], [-0.4, 0.0, -0.9], [0.3, -0.4, 0.8], [-0.1, -1.2, -0.2], [-0.5, -0.7, -0.7], [-0.3, 0.4, -0.8], [-0.2, 0.9, -0.4], [-0.3, 0.4, 0.8], [0.5, 0.7, -0.8], [1.0, -0.3, 0.2], [-0.2, 0.6, -1.0], [0.9, -0.5, -0.7], [-0.5, 0.3, 0.1], [0.5, -0.3, 0.0], [0.1, 0.0, 0.0], [-0.1, 0.0, 0.0], [0.0, 0.1, 0.0], [-0.1, 0.1, 0.0]]}